92
Properties=species:S:1:pos:R:3:forces:R:3 method="wB97M-V/def2-TZVPD" homo_ev=-6.8753 orbital_gap_ha=0.044 lumo_ev=-5.68
C -2.678650 -1.588854 2.695481 0.1 0.7 -1.1
C -2.953919 -0.667399 1.432582 0.0 -0.7 0.9
C -3.721731 -1.332814 0.240863 0.0 -1.1 0.3
N -2.555954 0.547560 1.492240 -0.3 -1.0 -1.8
B -2.666018 1.261452 0.207559 1.2 0.7 0.7
C -1.469380 1.895682 -0.625379 1.4 -0.4 0.1
C -0.020086 1.269824 -0.260489 -2.4 1.5 -0.6
C 0.984468 2.410443 0.150620 1.2 0.3 0.4
O 0.523642 0.625473 -1.425927 -0.3 -1.0 1.7
C 0.827458 -0.736327 -1.232861 1.0 -1.1 -1.4
C -0.070654 -1.650896 -2.157563 -0.9 -0.1 -0.2
C -0.053458 -3.109289 -2.026782 -1.3 0.2 -1.4
C -0.870557 -3.944994 -2.932654 -0.1 3.3 -0.1
C -1.678956 -3.247455 -3.943166 0.5 0.6 0.6
C -1.718572 -1.782543 -4.044352 1.5 -1.3 1.7
C -0.906078 -0.963744 -3.143697 -0.5 -2.8 -0.4
H -2.546922 -2.663380 2.385153 -0.3 1.0 0.4
H -1.723270 -1.213323 3.140141 -1.0 -0.4 -0.1
H -3.542503 -1.450783 3.394245 0.8 -0.4 -0.4
H -4.720004 -0.859384 0.027213 1.2 0.0 0.1
H -3.103898 -1.424168 -0.700415 -0.6 0.5 0.9
H -3.961886 -2.399370 0.533245 0.2 1.1 -0.2
H -3.779111 1.418019 -0.226026 -0.4 0.3 -0.4
H -1.479006 3.008906 -0.419660 -0.1 -1.1 -0.2
H -1.668485 1.803879 -1.748883 0.4 0.2 1.7
H -0.153065 0.609420 0.636912 0.5 -0.1 -1.1
H 1.269026 2.210215 1.212840 -0.1 0.5 -0.9
H 1.914541 2.390548 -0.481735 -1.0 0.0 0.6
H 0.497876 3.452490 -0.011068 0.7 -0.3 0.1
H 0.841166 -1.086662 -0.169966 -0.3 0.4 -0.7
H 1.878750 -0.893421 -1.623998 -1.0 0.1 0.4
H 0.577986 -3.610051 -1.243598 -0.4 0.7 -0.7
H -0.871340 -5.075957 -2.892119 0.1 1.6 -1.2
H -2.296296 -3.821685 -4.675844 0.6 0.5 0.9
H -2.363165 -1.301390 -4.817604 0.7 -0.5 0.8
H -0.959103 0.140982 -3.247126 0.3 -1.0 0.4
Ca -0.876939 -6.153312 -1.163063 0.0 0.1 0.7
N 0.418717 4.168873 2.502213 -0.5 0.3 0.8
C -0.722777 3.663933 2.981848 0.3 -0.2 -0.4
C -1.535385 4.319576 3.889956 0.1 0.1 0.2
C -1.142783 5.572081 4.331654 0.0 0.0 0.1
C 0.038300 6.116359 3.850860 -0.2 -0.1 0.0
C 0.777759 5.377597 2.940812 0.3 -0.2 -0.4
H -0.987206 2.677815 2.607895 -0.1 0.1 0.1
H -2.450278 3.863620 4.241416 0.0 0.0 -0.1
H -1.750631 6.119001 5.042787 0.0 0.0 -0.1
H 0.377138 7.092279 4.173566 0.0 0.0 -0.1
H 1.706147 5.761623 2.531788 -0.1 0.1 0.0
N 4.643491 -3.559344 0.366666 0.1 0.3 -0.2
C 3.902187 -2.474235 0.130735 0.1 -0.3 0.0
C 4.397603 -1.302934 -0.415455 0.0 0.1 0.0
C 5.744714 -1.243709 -0.733731 0.2 0.0 0.0
C 6.538148 -2.355998 -0.496463 -0.2 0.1 0.0
C 5.940936 -3.484048 0.050546 -0.1 -0.3 0.1
H 2.853481 -2.563526 0.399473 0.0 0.1 0.0
H 3.745042 -0.456564 -0.585904 0.1 0.0 0.1
H 6.170500 -0.343936 -1.161685 0.0 0.0 0.0
H 7.594423 -2.350416 -0.730913 0.0 0.0 0.0
H 6.517433 -4.381439 0.251434 0.1 0.0 0.0
N -3.713672 7.437676 2.008378 -0.5 0.3 -0.2
S -4.116133 8.594155 1.025371 0.3 1.0 -1.8
O -5.524621 8.847368 0.845861 0.1 -0.1 0.7
O -3.283912 8.807751 -0.112876 -0.1 -0.5 0.4
F -3.707604 9.860428 1.945945 0.1 0.3 1.1
S -4.068441 6.014034 1.429712 -0.6 -3.0 -0.7
O -4.021208 4.977777 2.418368 0.4 1.0 0.5
O -3.532808 5.665419 0.150769 0.2 0.9 0.3
F -5.633083 6.106103 1.142051 0.0 0.4 0.1
F 0.970230 4.968615 -0.443258 -0.2 -0.6 0.1
C 7.696096 -4.380198 3.528455 -0.2 0.1 -0.1
C 8.326824 -5.498077 2.732877 0.0 -0.5 -0.5
O 7.761572 -5.988873 1.785116 -0.2 0.2 0.1
C 9.688028 -5.969745 3.175502 -0.6 0.8 1.1
H 6.721103 -4.140632 3.102160 0.1 -0.1 0.0
H 7.558504 -4.692525 4.565091 0.2 0.1 0.0
H 8.326518 -3.490231 3.484579 0.0 -0.1 0.2
H 9.634979 -6.353203 4.198916 0.2 0.0 0.0
H 10.404932 -5.149774 3.115724 0.1 -0.1 0.1
H 10.051344 -6.828621 2.477553 -0.4 0.4 0.8
Be -5.580903 10.865040 2.770380 0.2 -0.4 -0.3
C -6.533529 -2.061048 -5.438134 -0.4 0.5 -0.1
C -5.066889 -1.981157 -5.122101 0.3 0.6 0.1
O -4.755280 -3.317548 -4.725328 -0.3 -0.2 -0.2
C -5.686626 -4.133419 -5.292804 -0.2 -0.3 -0.1
O -5.619211 -5.321011 -5.297593 0.1 0.1 0.1
O -6.695462 -3.418255 -5.848887 0.5 -0.2 0.2
H -6.827853 -1.376848 -6.232387 -0.1 -0.2 0.0
H -7.161538 -1.879459 -4.562841 0.1 0.0 0.0
H -4.463395 -1.721717 -5.996380 -0.1 -0.1 0.0
H -4.849491 -1.275884 -4.320227 0.1 -0.2 0.1
F -3.400297 1.849564 -2.032768 -1.2 -0.4 -0.8
Cl 10.418954 -7.300009 1.018157 0.7 -0.9 -1.8

88
Properties=species:S:1:pos:R:3:forces:R:3 method="wB97M-V/def2-TZVPD" homo_ev=-8.5499 orbital_gap_ha=0.319 lumo_ev=0.14
H -2.873583 -4.960349 2.958696 0.0 0.0 0.0
N -2.534704 -5.176712 2.019200 -0.1 0.0 0.0
C -1.509254 -4.489898 1.749704 -0.1 -0.2 0.0
C -0.852121 -3.491204 2.665155 0.0 0.3 0.1
C -0.837105 -2.118959 2.037058 0.0 0.1 -0.1
C -1.891775 -1.244290 2.290917 0.1 0.0 -0.2
O -2.901200 -1.611527 3.149481 0.1 -0.2 0.0
C -1.910244 0.009094 1.689177 0.0 0.2 0.1
O -2.986821 0.850960 1.891578 0.1 -0.1 0.2
C -0.903622 0.420847 0.824500 0.1 -0.5 -0.1
P -1.104692 2.045582 0.075214 0.1 0.3 0.4
O -0.879060 3.183612 1.001637 -0.1 0.0 0.0
C 0.169871 -0.443758 0.576242 -0.5 0.6 0.0
C 0.183142 -1.701966 1.174156 -0.1 -0.1 0.0
S 1.522229 -2.798808 0.793315 0.1 0.0 0.0
C 1.686024 -2.380529 -0.918884 0.0 -0.1 0.0
C 1.525102 -1.046468 -1.275608 -0.1 0.0 -0.2
C 1.625662 -0.679501 -2.603585 0.0 -0.2 0.1
C 1.901353 -1.613204 -3.599890 0.1 0.1 0.0
C 1.963040 -1.118773 -5.026879 -0.5 -0.2 0.2
C 0.561182 -0.810061 -5.571347 -0.1 0.0 -0.1
C -0.279898 -2.056384 -5.732995 -0.1 0.1 0.1
F -1.550864 -1.693416 -6.192433 0.1 0.0 0.0
C 2.075139 -2.938270 -3.212169 -0.1 0.0 0.3
Br 2.469064 -4.254910 -4.526296 0.0 0.0 -0.1
C 1.958742 -3.355675 -1.878684 -0.1 0.2 0.0
C 2.112520 -4.797778 -1.485937 0.0 -0.3 -0.2
C 3.564047 -5.136721 -1.225598 0.3 0.2 0.3
O 4.333776 -4.390354 -0.677099 -0.1 -0.2 -0.3
O 3.914461 -6.371913 -1.656957 -0.2 0.4 -0.5
N 1.222883 -0.044188 -0.302124 0.7 -0.4 0.1
B 2.402820 0.553492 0.380581 -0.1 0.2 0.0
O 3.592874 -0.139226 0.345889 -0.4 -0.3 -0.3
C 2.292556 1.957301 1.065608 0.1 -0.1 0.7
C 3.473099 2.307313 1.981373 0.0 0.1 -0.1
H -1.059526 -4.641679 0.768218 0.1 0.1 0.0
H 0.163193 -3.802266 2.913473 0.0 -0.1 -0.1
H -1.423942 -3.441417 3.589822 0.0 0.0 0.1
H -3.717352 -1.711005 2.646641 -0.1 0.2 0.1
H -2.856474 1.317864 2.726318 -0.1 0.1 0.0
H -0.236536 2.023874 -1.020475 -0.1 -0.1 -0.2
H -2.394537 1.977446 -0.468082 0.0 0.0 -0.2
H 1.479872 0.361529 -2.865795 0.0 0.0 0.0
H 2.556839 -0.207232 -5.041405 0.1 0.0 -0.1
H 2.412512 -1.877355 -5.663685 0.3 0.2 0.0
H 0.025647 -0.127850 -4.907862 0.0 0.0 0.0
H 0.638991 -0.318716 -6.543000 0.0 0.0 0.0
H 0.150318 -2.745914 -6.460754 0.0 0.0 0.0
H -0.422347 -2.565819 -4.777991 0.0 -0.1 0.0
H 1.725165 -5.450460 -2.262769 0.0 0.0 0.0
H 1.548281 -5.016805 -0.578011 0.0 0.1 0.1
H 4.865321 -6.348099 -1.834014 0.1 -0.2 0.4
H 3.921981 -0.340589 1.226647 0.4 0.3 -0.1
H 2.212285 2.727853 0.291253 -0.1 -0.1 -0.2
H 1.373419 2.055023 1.649946 -0.1 0.0 -0.2
H 4.419767 2.293189 1.440560 0.0 -0.1 0.0
H 3.352269 3.301621 2.409248 0.0 0.0 0.1
H 3.553957 1.605754 2.814678 0.0 0.0 0.0
C -5.233073 -0.193858 -5.345889 0.0 -0.1 0.1
C -5.875904 0.760143 -4.363036 0.0 0.1 -0.3
O -6.142830 0.131568 -3.095939 0.0 0.0 0.0
C -5.087810 -0.023543 -2.305754 -0.1 0.0 0.0
O -3.962208 0.340365 -2.536877 0.1 0.0 0.0
O -5.481380 -0.648829 -1.193091 0.0 0.0 -0.1
C -4.402076 -0.942363 -0.306504 0.1 -0.2 0.1
H -5.845463 -1.088764 -5.461523 0.0 0.0 -0.1
H -5.130301 0.287568 -6.318203 0.0 0.0 0.0
H -4.243845 -0.500581 -5.009459 0.0 0.1 0.0
H -6.852527 1.080596 -4.719777 0.0 0.0 0.1
H -5.264378 1.648019 -4.205585 0.1 -0.1 0.1
H -3.829814 -0.049769 -0.084233 0.0 0.0 -0.1
H -3.756114 -1.705034 -0.742578 0.0 0.0 0.0
H -4.848328 -1.325102 0.608550 -0.1 0.0 -0.1
C 4.128202 6.424451 6.373251 -0.1 0.1 -0.1
C 3.308024 5.251626 6.864376 0.2 -0.1 0.1
O 1.912295 5.405689 6.564062 0.0 0.0 0.0
C 1.570210 5.154934 5.299691 -0.1 0.0 0.1
O 2.314363 4.788205 4.426348 0.0 0.0 0.0
O 0.264083 5.367930 5.173779 0.0 0.0 0.0
C -0.240212 5.191771 3.842283 -0.1 -0.1 -0.1
H 3.730720 7.358473 6.771922 0.0 0.0 0.1
H 5.163484 6.317782 6.697347 0.0 0.0 0.0
H 4.111378 6.483779 5.286228 0.0 -0.1 0.0
H 3.349826 5.182956 7.949707 -0.1 0.0 0.0
H 3.668142 4.309970 6.450666 0.0 0.0 -0.1
H 0.031119 4.217709 3.443586 0.0 0.0 0.0
H 0.141226 5.973636 3.188483 0.1 0.0 0.0
H -1.320552 5.268365 3.912207 0.0 0.0 0.1

76
Properties=species:S:1:pos:R:3:forces:R:3 method="wB97M-V/def2-TZVPD" homo_ev="-1.1105 / -3.7214" orbital_gap_ha="0.144 / 0.227" charge=-1 spin_multiplicity=5 e_above_lowest_kj_mol=245.08 lumo_ev="2.81 / 2.46"
Rh 0.743789 0.198704 0.064974 -3.5 1.5 -0.1
Cl -1.822094 -0.301458 -0.252704 -0.6 0.0 -0.2
N 0.319710 -1.251420 1.664073 0.7 -2.2 0.3
N 0.029032 1.769142 -1.298170 0.6 0.5 -2.5
C 1.029168 -2.345442 1.576455 -1.2 2.1 0.7
C 0.364293 1.606482 -2.548028 -1.1 0.8 2.7
C -0.664050 -1.458950 2.773234 0.7 -0.4 0.1
C 0.103235 -2.494526 3.601713 0.4 0.1 0.4
C -1.928860 -2.131545 2.301464 -0.8 -0.4 -0.6
C -1.026358 -0.201365 3.521183 0.1 0.1 0.4
H -1.711345 -3.085579 1.785334 -0.1 0.4 0.1
H -2.484802 -1.482142 1.610911 0.2 -0.4 0.3
H -2.540255 -2.353438 3.189145 0.1 0.0 -0.2
H -0.165887 0.170974 4.084671 -0.2 0.1 -0.2
H -1.813272 -0.448708 4.245718 0.1 0.1 -0.1
H -1.411148 0.575316 2.844076 0.2 -0.3 0.1
C -0.775590 3.018301 -1.171629 0.3 -0.4 -0.1
C -0.970352 3.398498 -2.641492 -0.2 0.1 -0.5
C 0.007703 4.073170 -0.415044 0.4 0.0 0.1
C -2.125033 2.836459 -0.501626 -0.3 -0.2 0.0
H -2.672037 2.008376 -0.957920 0.1 0.1 0.2
H -2.690519 3.764955 -0.646017 0.0 0.0 0.1
H -2.044199 2.645828 0.575124 0.1 0.0 -0.3
H 0.932569 4.319434 -0.952100 0.0 -0.1 0.2
H 0.257447 3.709943 0.590462 0.0 0.1 -0.5
H -0.602084 4.981513 -0.327475 0.1 -0.1 0.0
O -0.147589 2.482584 -3.410295 -0.2 0.8 -0.7
H -0.657986 4.424176 -2.866617 0.0 -0.2 0.0
H -2.007488 3.258053 -2.967787 0.2 0.0 0.0
O 0.963465 -3.165764 2.623283 -0.4 -0.6 0.8
H -0.535593 -3.254401 4.068548 0.2 0.2 -0.2
H 0.728943 -2.011377 4.376253 0.0 -0.3 -0.4
C 1.823709 -2.736440 0.379702 -0.1 0.1 0.4
C 1.208957 0.504817 -3.080934 -0.2 0.4 -0.1
C 0.629811 -0.792098 -2.619622 -0.9 -2.5 0.8
H 2.208481 0.636693 -2.633949 -0.3 -0.2 -0.3
H 1.275603 0.576396 -4.174041 0.0 0.1 0.3
C 0.792290 -1.178350 -1.288167 3.6 -0.3 -0.8
C 0.965210 -2.487259 -0.826311 -1.2 0.7 -2.1
H 2.105773 0.436039 0.889785 1.8 -0.5 1.3
C 0.205127 -3.411393 -1.556149 0.4 0.9 0.3
C -0.427054 -2.950319 -2.732663 0.2 -0.5 -0.2
C 0.045287 -4.770382 -0.973141 -0.3 -0.7 -0.2
C -0.141099 -1.712498 -3.343467 0.6 0.5 0.6
H -1.101582 -3.638488 -3.240814 0.1 0.1 0.0
C -0.657936 -1.251653 -4.665399 -0.2 -0.3 -0.4
H -1.338465 -2.010913 -5.072593 0.1 0.3 -0.2
H 0.189237 -1.087786 -5.360000 -0.5 -0.1 0.1
H -1.187316 -0.287789 -4.536061 0.1 -0.5 -0.2
H 1.034999 -5.253105 -0.841580 -0.6 0.1 -0.1
H -0.573279 -5.366802 -1.657241 0.2 -0.2 0.4
H -0.443355 -4.712645 0.021939 0.2 -0.1 -0.5
H 2.131483 -3.781778 0.449526 0.0 0.1 0.2
H 2.718586 -2.083965 0.371077 -0.4 -0.3 -0.2
C 0.914320 3.986819 4.927733 0.6 0.0 -0.1
N 0.901694 3.803983 3.508889 -0.4 0.0 0.1
C 1.045044 4.973992 2.690996 0.4 -0.1 0.0
C 0.913784 2.465890 2.924166 0.3 0.1 0.4
C 2.169810 2.145988 2.126595 0.8 1.2 0.8
C 3.372093 2.588073 2.659357 -0.5 -0.1 -0.4
C 4.550308 2.625020 1.898636 0.4 -0.2 0.3
C 4.507555 2.246883 0.535139 0.5 0.6 -0.2
C 3.346342 1.842239 -0.032015 -0.4 -0.9 0.0
C 2.208657 1.567614 0.811873 0.0 0.4 0.1
H 0.407201 4.926282 5.192788 0.0 -0.3 0.1
H 1.953474 4.056694 5.321912 -0.2 0.0 0.2
H 0.424485 3.143885 5.424328 0.0 0.2 0.0
H 1.839604 4.847902 1.929588 -0.2 0.1 0.3
H 0.115913 5.225935 2.172710 -0.1 0.2 -0.1
H 1.312905 5.824764 3.331102 0.0 -0.1 -0.2
H 0.859178 1.789567 3.790577 -0.2 0.1 -0.3
H -0.003744 2.324953 2.330593 0.2 -0.2 -0.1
H 3.375432 2.921064 3.693918 0.1 0.3 0.0
H 5.470676 2.991438 2.342141 0.0 -0.1 0.0
H 5.394594 2.276576 -0.092648 0.1 0.3 0.1
H 3.306922 1.432649 -1.046287 0.2 0.4 0.1